#one
8
Properties=species:S:1:pos:R:3 method="wB97M-V/def2-TZVPD" multiplicity=1 total_charge=0 orbital_gap_ev="8.978 / 8.951" e_homo_ev="-9.35 / -9.18"
O 0.321 2.221 0.128
O 2.395 0.114 -0.168
N -0.144 1.129 0.058
N -1.246 0.541 -0.126
N 1.228 -0.306 0.068
H 0.775 -0.947 -0.589
H -2.004 1.239 0.057
H 1.161 -0.712 0.962

---

#two
8
Properties=species:S:1:pos:R:3 method="wB97M-V/def2-TZVPD" smiles="N/[N+]([O-])=N/O" multiplicity=1 total_charge=0 orbital_gap_ev=9.481 e_homo_ev=-8.66
O -2.043 -0.151 -0.171
O -0.075 1.375 0.067
N 0.105 0.198 0.036
N 1.330 -0.313 0.031
N -0.889 -0.748 0.104
H -1.717 0.742 -0.514
H 1.225 -1.319 0.090
H 2.064 0.217 0.357

---

#three
8
Properties=species:S:1:pos:R:3 method="wB97M-V/def2-TZVPD" smiles="NN[N+](=O)[O-]" multiplicity=1 total_charge=0 orbital_gap_ev=11.169 e_homo_ev=-10.35
O 2.078 0.691 0.097
O 1.078 -1.201 0.003
N -1.214 -0.136 0.118
N 1.117 0.007 0.000
N -0.110 0.616 -0.184
H -1.461 -0.524 -0.805
H -0.427 1.609 0.053
H -1.061 -1.062 0.718

---

#four
8
Properties=species:S:1:pos:R:3 method="wB97M-V/def2-TZVPD" smiles="NN[N+](=O)[O-]" multiplicity=1 total_charge=0 orbital_gap_ev=11.001 e_homo_ev=-10.30
O 0.148 0.068 -1.698
O 0.914 1.855 -0.763
N 0.333 0.773 -0.753
N -0.492 -0.982 0.652
N -0.099 0.332 0.514
H 0.558 0.751 1.116
H 0.075 -1.586 0.054
H -1.437 -1.211 0.878

---

Which of them is the most stable, and which is the least stable? #four and #one, in that order.

---

#one
7
Properties=species:S:1:pos:R:3 method="wB97M-V/def2-TZVPD" multiplicity=1 total_charge=0 orbital_gap_ev=9.716 e_homo_ev=-10.63
Br -2.131 1.005 0.803
S -1.028 -0.772 -0.016
F 1.043 0.018 -1.687
F 1.625 -0.262 0.411
O -0.818 -1.544 1.160
C 0.623 0.242 -0.364
H 0.686 1.313 -0.308

---

#two
7
Properties=species:S:1:pos:R:3 method="wB97M-V/def2-TZVPD" multiplicity=1 total_charge=0 orbital_gap_ev="8.797 / 5.774" e_homo_ev="-10.15 / -9.47"
Br -1.718 -1.001 -2.935
S -1.114 0.439 0.789
F 0.557 -0.684 -0.983
F 1.097 -0.925 1.036
O -1.121 1.492 1.795
C 0.730 -0.061 0.128
H 1.570 0.739 0.170

---

Which of them is the most stable, and which is the least stable? #one and #two, in that order.

---

#one
8
Properties=species:S:1:pos:R:3 method="wB97M-V/def2-TZVPD" smiles="S=P1(Cl)OO1.O" multiplicity=1 total_charge=0 orbital_gap_ev=9.540 e_homo_ev=-10.48
Cl -2.002 -1.686 1.022
S -1.942 1.733 0.653
P -1.626 -0.009 -0.114
O -0.697 -0.353 -1.438
O 2.755 0.191 0.869
O -2.120 -0.382 -1.604
H 2.955 1.006 0.395
H 2.677 -0.500 0.217

---

#two
8
Properties=species:S:1:pos:R:3 method="wB97M-V/def2-TZVPD" smiles="S=P1(Cl)OO1.O" multiplicity=1 total_charge=0 orbital_gap_ev=10.234 e_homo_ev=-10.36
Cl 4.403 -0.037 -2.086
S 2.227 -2.129 -3.788
P 2.839 -0.410 -3.160
O 2.608 0.900 -4.044
O 1.747 0.718 -2.868
O 0.223 -0.020 0.424
H -0.167 -0.501 1.145
H 0.376 -0.676 -0.271

---

Which of them is the most stable, and which is the least stable? #two and #one, in that order.

---

#one
80
Properties=species:S:1:pos:R:3 method="wB97M-V/def2-TZVPD" multiplicity=1 total_charge=-2 orbital_gap_ev=5.536 e_homo_ev=-1.66
Ba -10.294 -1.348 18.516
Cl -6.361 2.293 13.364
Cl -5.004 -0.269 18.179
Cl -9.404 1.751 14.005
Cl -4.020 1.225 15.392
S -14.261 -0.666 18.275
S -11.849 -0.950 21.751
S -11.037 1.807 22.810
O -9.827 0.655 16.833
O -7.977 -0.251 18.508
N -9.472 -3.922 17.383
N -15.318 0.828 20.249
N -8.138 -3.054 19.659
N -13.384 1.663 19.157
N -10.311 0.855 20.560
N -12.131 -3.512 16.883
C -6.100 -4.459 20.869
C -9.581 4.133 22.010
C -6.255 0.421 17.023
C -10.824 -3.407 13.434
C -7.555 -5.501 17.010
C -8.167 1.409 15.268
C -6.509 -6.194 17.629
C -13.422 -3.401 16.683
C -6.753 1.605 14.980
C -11.318 -3.511 15.832
C -11.753 -3.410 14.487
C -8.575 0.884 16.497
C -9.761 2.089 20.690
C -12.515 1.826 17.990
C -6.664 -3.363 21.519
C -9.012 -3.759 14.990
C -8.254 -4.527 17.714
C -7.626 -4.106 19.001
C -8.529 3.960 19.838
C -13.122 2.679 20.213
C -5.777 1.092 15.839
C -10.998 0.520 21.597
C -7.581 0.329 17.423
C -7.616 -2.655 20.813
C -16.113 1.997 20.086
C -6.569 -4.867 19.611
C -9.888 -3.782 16.104
C -16.027 -0.345 20.670
C -10.073 2.844 21.853
C -9.503 -3.576 13.664
C -6.069 -6.008 18.922
C -8.787 4.684 21.018
C -14.028 -3.260 15.410
C -8.965 2.642 19.713
C -13.145 -3.192 14.327
C -14.266 0.660 19.335
H -16.674 0.048 21.490
H -12.024 2.923 20.268
H -14.062 -3.479 17.537
H -7.861 4.432 19.124
H -17.035 1.841 19.408
H -9.872 4.699 22.881
H -16.499 2.270 21.098
H -15.445 2.763 19.772
H -12.937 1.206 17.190
H -8.789 -3.553 12.897
H -6.239 -2.953 22.478
H -6.058 -7.030 17.070
H -5.280 -4.998 21.279
H -13.431 2.286 21.179
H -8.626 5.761 21.053
H -7.975 -3.817 15.173
H -12.494 2.871 17.689
H -11.294 -3.236 12.456
H -8.028 -1.725 21.259
H -15.412 -1.113 21.028
H -8.602 2.008 18.920
H -5.192 -6.455 19.362
H -13.562 -2.925 13.382
H -7.843 -5.747 15.982
H -15.100 -3.269 15.317
H -11.503 1.486 18.211
H -16.677 -0.786 19.919
H -13.652 3.618 20.000

---

#two
80
Properties=species:S:1:pos:R:3 method="wB97M-V/def2-TZVPD" multiplicity=1 total_charge=-2 orbital_gap_ev=4.911 e_homo_ev=-1.11
Ba -0.314 0.102 -1.950
Cl 1.582 6.519 -5.824
Cl -1.616 6.563 -5.893
Cl 3.110 4.293 -4.258
Cl -3.116 4.296 -4.263
S 1.886 -2.595 1.961
S -0.900 -2.257 -3.968
S 1.580 -3.660 -5.138
O 1.109 2.028 -3.143
O -1.275 2.194 -3.108
N 0.140 -1.158 3.373
N -0.203 -3.470 3.430
N -1.420 1.150 0.362
N -2.622 -1.186 -0.333
N 1.479 -2.666 -2.771
N 1.319 1.735 -0.026
C -4.037 -0.890 3.043
C -3.834 -3.206 0.140
C -3.774 -1.390 1.770
C 3.183 3.291 0.203
C 5.395 -3.841 -3.650
C -1.402 4.279 -4.341
C 3.078 -3.661 -4.232
C -1.684 -3.363 3.564
C -2.291 0.603 1.218
C -4.184 -2.678 1.347
C 0.491 2.655 0.577
C -0.757 3.170 -3.746
C -0.722 5.325 -5.027
C 2.796 -3.073 -2.989
C 0.972 3.955 0.890
C 0.127 5.022 1.232
C 4.387 -4.038 -4.585
C 1.350 4.187 -4.356
C 0.674 5.288 -5.019
C -0.916 2.413 0.671
C 0.043 -4.757 2.818
C 0.714 -2.797 -3.832
C 2.611 2.041 -0.226
C 0.530 -2.398 2.972
C -2.969 -0.649 0.856
C -2.951 -2.424 -0.618
C 5.127 -3.259 -2.413
C 0.703 3.071 -3.781
C -3.432 0.340 3.414
C 0.803 0.030 2.836
C -2.590 1.014 2.529
C -0.582 -0.938 4.607
C -1.738 3.519 0.996
C 3.827 -2.873 -2.082
C -1.235 4.800 1.251
C 2.346 4.221 0.720
H -4.649 -1.408 3.734
H -4.135 -4.192 -0.214
H 6.421 -4.131 -3.853
H 3.236 1.364 -0.803
H -1.610 -0.516 4.403
H -2.033 -3.567 4.578
H -2.550 -2.778 -1.577
H -3.578 0.752 4.379
H 4.229 3.453 0.076
H 4.656 -4.458 -5.544
H -0.392 -4.819 1.807
H -0.017 -0.237 5.260
H 0.491 6.010 1.494
H 5.950 -3.070 -1.763
H -2.073 -2.359 3.346
H 0.568 0.160 1.773
H 0.363 0.887 3.351
H -4.775 -3.300 2.011
H 2.710 5.219 0.984
H -0.367 -5.529 3.462
H -2.794 3.303 1.037
H 1.110 -4.902 2.708
H -1.989 5.545 1.447
H -2.157 -4.054 2.885
H -0.793 -1.862 5.099
H 1.868 0.029 2.933
H -2.097 1.890 2.945
H 3.610 -2.308 -1.165

---

Which of them is the most stable, and which is the least stable? #two and #one, in that order.

---

#one
16
Properties=species:S:1:pos:R:3 method="wB97M-V/def2-TZVPD" multiplicity=1 total_charge=0 orbital_gap_ev=10.073 e_homo_ev=-9.33
Cl -3.129 0.373 0.014
N 1.084 -1.588 0.110
C 1.171 0.822 -0.262
C -0.483 -0.086 1.164
C 0.308 -0.305 -0.040
C 1.790 1.948 -0.134
C -0.821 -0.433 -1.127
C -1.442 0.393 0.066
H -0.803 -0.972 1.880
H 2.788 2.598 0.010
H 1.326 -2.064 -0.864
H -0.768 0.009 -2.074
H -1.254 1.499 -0.118
H 1.986 -1.595 0.788
H -1.484 -1.227 -1.317
H -0.270 0.629 1.904

---

#two
16
Properties=species:S:1:pos:R:3 method="wB97M-V/def2-TZVPD" multiplicity=1 total_charge=0 orbital_gap_ev=9.571 e_homo_ev=-8.99
Cl 3.066 -0.321 -0.329
N -1.520 1.066 0.085
C -1.252 -0.931 -1.271
C 1.470 0.201 0.310
C -1.666 -0.290 -0.201
C 0.960 -0.914 1.020
C -0.515 1.718 0.171
C 0.922 1.370 -0.046
H 1.533 2.098 -0.580
H -0.851 -0.516 -2.187
H -1.738 -1.921 -1.415
H -2.170 -0.815 0.716
H -0.662 2.775 0.194
H 0.604 -1.595 0.202
H 0.034 -0.684 1.643
H 1.784 -1.241 1.686

---

Which of them is the most stable, and which is the least stable? #two and #one, in that order.

---

#one
10
Properties=species:S:1:pos:R:3 method="wB97M-V/def2-TZVPD" smiles="C=C=CNS" multiplicity=1 total_charge=0 orbital_gap_ev=8.730 e_homo_ev=-7.95
S 2.886 -0.102 -0.149
N 1.268 -0.396 0.139
C -1.029 -0.037 0.130
C 0.209 0.457 0.171
C -2.198 -0.095 -0.419
H 0.264 1.346 0.728
H -2.333 0.226 -1.473
H 0.928 -1.294 -0.193
H 3.116 0.461 0.968
H -3.111 -0.566 0.098

---

#two
10
Properties=species:S:1:pos:R:3 method="wB97M-V/def2-TZVPD" smiles="S=C1CNC1" multiplicity=1 total_charge=0 orbital_gap_ev=8.538 e_homo_ev=-8.74
S -2.506 -0.015 -0.072
N 1.156 -0.046 -0.193
C 0.110 1.070 -0.106
C 0.079 -1.016 -0.082
C -0.915 -0.033 0.013
H 1.807 -0.105 0.664
H 0.083 1.786 -0.883
H 0.120 -1.690 0.750
H 0.005 1.726 0.849
H 0.061 -1.678 -0.941

---

Which of them is the most stable, and which is the least stable? #two and #one, in that order.

---

#one
10
Properties=species:S:1:pos:R:3 method="wB97M-V/def2-TZVPD" smiles=C[C@@H](S)C#N multiplicity=1 total_charge=0 orbital_gap_ev=10.388 e_homo_ev=-9.87
S 1.558 -1.271 -0.076
N -2.232 -1.590 0.027
C 0.113 -0.443 -0.239
C -1.106 -1.107 -0.019
C -0.048 1.201 0.100
H 0.102 -0.151 -1.322
H 1.716 -1.654 1.253
H 0.652 1.746 -0.622
H 0.269 1.591 1.173
H -1.024 1.676 -0.275

---

#two
10
Properties=species:S:1:pos:R:3 method="wB97M-V/def2-TZVPD" smiles="S=CN1CC1" multiplicity=1 total_charge=0 orbital_gap_ev=8.880 e_homo_ev=-8.82
S 2.951 -0.031 -0.268
N 0.332 -0.072 -0.713
C -0.708 0.759 -0.152
C 1.412 -0.005 0.185
C -0.879 -0.691 -0.139
H 1.194 -0.039 1.205
H -1.593 -1.116 -0.828
H -0.584 1.249 0.794
H -0.915 -1.267 0.817
H -1.210 1.213 -0.900

---

Which of them is the most stable, and which is the least stable? #one and #two, in that order.

---

#one
10
Properties=species:S:1:pos:R:3 method="wB97M-V/def2-TZVPD" multiplicity=1 total_charge=0 orbital_gap_ev=8.159 e_homo_ev=-8.55
S -2.314 0.379 -1.014
N -1.676 0.342 0.572
C -0.355 0.231 0.638
C 1.899 -0.746 0.035
C 0.734 0.170 -0.485
H 0.358 0.759 -1.485
H 0.021 -0.328 1.668
H 1.599 -1.462 1.129
H -3.194 1.608 -0.565
H 2.929 -0.953 -0.492

---

#two
10
Properties=species:S:1:pos:R:3 method="wB97M-V/def2-TZVPD" smiles="C=[NH+][S-].C#C" multiplicity=1 total_charge=0 orbital_gap_ev="7.518 / 7.524" e_homo_ev="-7.83 / -7.84"
S 0.161 -0.496 0.285
N 0.508 1.108 0.120
C 1.140 1.550 -0.957
C -2.200 1.622 -0.003
C -2.658 0.554 0.107
H -0.067 1.586 0.784
H -2.984 -0.379 0.311
H -1.699 2.512 -0.330
H 1.366 0.994 -1.806
H 1.272 2.651 -0.995

---

#three
10
Properties=species:S:1:pos:R:3 method="wB97M-V/def2-TZVPD" multiplicity=1 total_charge=0 orbital_gap_ev=8.148 e_homo_ev=-8.26
S -0.388 0.858 -2.183
N 1.489 0.296 0.251
C -0.797 -0.369 0.326
C 0.490 -0.365 0.830
C -1.198 0.097 -0.942
H 0.688 -0.872 1.747
H 2.379 0.440 0.701
H -1.620 -0.849 0.896
H 1.263 0.927 -0.526
H -2.305 -0.163 -1.098

---

Which of them is the most stable, and which is the least stable? #three and #one, in that order.

---

#one
11
Properties=species:S:1:pos:R:3 method="wB97M-V/def2-TZVPD" multiplicity=1 total_charge=+1 orbital_gap_ev=8.039 e_homo_ev=-14.10
O -0.912 -1.710 -1.632
N 0.059 -0.241 -0.344
N 1.253 -0.813 -0.146
N -0.949 -0.752 -0.919
C -0.151 1.436 0.925
H -0.958 1.035 1.435
H -0.535 1.985 0.132
H 1.400 -1.860 -0.210
H -1.906 -0.416 -0.747
H 1.948 -0.205 -0.042
H 0.750 1.542 1.548

---

#two
11
Properties=species:S:1:pos:R:3 method="wB97M-V/def2-TZVPD" multiplicity=1 total_charge=+1 orbital_gap_ev="8.447 / 8.445" e_homo_ev="-13.77 / -13.77"
O 2.806 -0.357 -0.616
N -0.570 0.368 0.450
N -1.162 -0.381 -0.557
N 2.309 -0.170 0.410
C 0.419 1.193 0.369
H 0.573 1.822 1.245
H 0.923 1.581 -0.568
H -0.711 -0.645 -1.474
H 2.926 -0.095 1.264
H -1.052 0.192 1.300
H -1.326 -1.429 -0.234

---

#three
11
Properties=species:S:1:pos:R:3 method="wB97M-V/def2-TZVPD" multiplicity=1 total_charge=+1 orbital_gap_ev=9.154 e_homo_ev=-15.58
O 0.679 -2.249 0.458
N 0.644 -0.060 -0.258
N 0.823 -0.412 -1.513
N 0.805 -1.183 0.864
C 0.378 1.012 0.335
H 0.055 1.912 -0.290
H 0.857 0.170 -2.331
H 0.981 -1.349 -1.672
H 0.474 0.951 1.489
H -1.705 -0.898 0.682
H -2.559 -0.884 0.539

---

Which of them is the most stable, and which is the least stable? #two and #one, in that order.

---

#one
13
Properties=species:S:1:pos:R:3 method="wB97M-V/def2-TZVPD" multiplicity=1 total_charge=0 orbital_gap_ev=9.302 e_homo_ev=-8.45
O 1.777 -0.866 0.635
N -0.714 -1.005 -1.017
N -0.127 1.310 -0.873
N 0.831 0.178 0.521
N -1.657 0.309 0.641
C 1.051 1.202 -0.370
C -0.600 0.117 -0.212
H -0.987 -1.875 -0.581
H 1.996 1.711 -0.560
H 2.320 -0.623 1.402
H -1.609 1.093 1.274
H -2.267 -0.456 0.879
H -0.014 -1.095 -1.739

---

#two
13
Properties=species:S:1:pos:R:3 method="wB97M-V/def2-TZVPD" multiplicity=1 total_charge=0 orbital_gap_ev=9.962 e_homo_ev=-9.08
O 0.176 0.607 -0.010
N -1.509 -0.103 -1.362
N -0.653 0.404 -2.442
N 1.096 -0.174 1.895
N 1.123 -1.366 1.232
C -1.097 0.089 -0.192
C 0.578 0.798 1.237
H 1.177 -1.361 0.239
H 0.377 0.078 -2.464
H -1.660 0.008 0.849
H 1.798 -2.101 1.570
H 0.682 1.866 1.583
H -1.082 0.005 -3.227

---

Which of them is the most stable, and which is the least stable? #one and #two, in that order.

---

#one
16
Properties=species:S:1:pos:R:3 method="wB97M-V/def2-TZVPD" multiplicity=1 total_charge=0 orbital_gap_ev="8.261 / 7.597" e_homo_ev="-7.74 / -7.84"
I 0.133 -2.758 -0.638
O 1.602 -0.463 -1.686
C -1.259 0.821 -1.128
C 1.398 -1.084 -0.539
C -1.277 0.598 0.285
C -2.320 -0.104 -0.444
C 2.684 -1.386 0.200
H 3.640 -1.538 -0.285
H -0.292 0.582 -1.658
H -3.279 0.205 -0.379
H -1.530 1.716 -1.524
H -1.239 1.268 1.143
H 2.872 -0.414 0.736
H -2.255 -1.116 -0.809
H 2.576 -2.146 0.935
H 2.564 -0.464 -2.023

---

#two
16
Properties=species:S:1:pos:R:3 method="wB97M-V/def2-TZVPD" multiplicity=1 total_charge=0 orbital_gap_ev="8.225 / 8.098" e_homo_ev="-7.89 / -7.58"
I -3.428 -0.269 -0.132
O -1.984 1.159 1.942
C -0.115 -2.076 0.359
C -1.272 1.891 -0.314
C -1.775 0.868 0.580
C 0.847 -1.150 -0.350
C 0.204 -0.774 0.963
H 0.246 -2.934 0.936
H -0.329 2.069 0.185
H -1.041 -2.234 -0.148
H 1.766 -1.569 -0.415
H -0.989 1.513 -1.240
H -1.926 2.738 -0.314
H 0.519 -0.529 -1.207
H -1.536 1.931 2.079
H 0.515 -0.265 1.947

---

Which of them is the most stable, and which is the least stable? #two and #one, in that order.